Density functional theory data (the ωB97M-V functional and the def2-TZVPD basis) for a structure of composition C3H6BrN4O2 in a non-equilibrium geometry.

Results
Net charge = +1
E_HOMO = -12.834 eV
E_tot = -3060.86907 Eh
Energy relative to the best compared isomer or geometry (same formula, charge and spin) = 628.7 kJ/mol

Last column: Mulliken charge in e.
Cartesian coordinates (Å):
C -0.6932 -1.7882 0.4051  0.0251
C -0.5039 0.2900 -0.1158  -0.2401
C 1.8441 0.6242 0.7836  0.0872
N -1.4120 -0.7879 -0.0279  -0.1701
N 0.7710 -0.0547 0.5090  0.4434
N 0.5678 -1.3730 0.7244  -0.2787
N -0.9413 1.5794 -0.0506  1.0313
O -0.0492 2.4238 0.0368  -0.6414
O -2.1570 1.7152 -0.0705  -0.6182
Br -3.2605 -0.8687 -0.3651  0.2805
H -1.0549 -2.7646 0.4622  0.4628
H 0.6004 0.4571 -2.2386  -0.2778
H 2.6978 0.0766 1.2764  0.2081
H 0.5266 0.7022 -3.0042  0.3335
H 1.8542 1.6860 0.5370  0.2951
H 1.2100 -1.9175 1.1383  0.0594